No. 1
{"formula": "C6H14N2O2S2", "method": "wB97M-V/def2-TZVPD", "symbols": ["C", "C", "C", "C", "C", "C", "H", "H", "H", "H", "H", "H", "H", "H", "H", "H", "H", "H", "H", "H", "N", "N", "O", "O", "S", "S"], "positions_angstrom": [[0.5772, 2.7337, -1.1973], [0.1627, 1.3345, -1.2476], [-1.0815, 1.3024, -2.1271], [1.1216, 0.3670, -1.5809], [1.1495, -1.0380, 1.7338], [-0.6272, -2.3616, 1.0543], [0.1721, 3.3828, -2.4028], [-0.1373, 3.2769, -0.3368], [1.8032, 2.6383, -0.9819], [-1.7104, 0.2894, -2.2116], [-0.9630, 1.7303, -3.1082], [-1.8725, 2.1389, -1.9179], [1.0362, -0.8568, -1.2740], [2.1371, 0.6566, -1.2011], [1.2302, 0.3607, -2.7662], [2.1710, -1.3910, 2.2905], [1.1240, -1.1163, 0.4882], [-0.6872, -0.4642, 3.7825], [-1.1041, -2.5432, 3.6650], [-2.1915, -3.2597, 0.2714], [0.0604, -1.9362, 2.1153], [-0.4145, -1.7645, 3.4533], [-1.9918, -2.8104, 1.2890], [-0.4217, -2.3804, -0.1438], [-0.5306, 1.1043, 0.4538], [0.9882, 0.6067, 1.9004]], "forces_ev_per_a": [[0.9, 4.3, -1.1], [-4.4, 0.9, 1.3], [-4.3, -0.6, 0.0], [4.5, -5.3, -2.9], [2.5, -4.5, -3.0], [-5.9, -1.0, -1.5], [2.0, -1.9, 3.7], [2.6, -0.9, -2.5], [-3.3, 1.5, -0.5], [1.7, 2.1, 0.3], [1.2, -0.7, -0.9], [1.2, -1.5, 1.0], [-0.5, 3.7, -0.9], [-0.8, -0.3, -0.2], [0.0, -0.1, 2.3], [-2.3, 0.8, -1.6], [0.9, -0.7, 3.6], [0.4, -5.3, -1.9], [0.7, 2.0, -0.4], [0.9, 2.1, 4.4], [0.4, 1.5, 0.8], [-0.7, 2.3, 0.9], [1.3, -1.6, -2.6], [2.5, 0.2, 0.1], [-0.1, -1.4, 1.7], [-1.3, 4.3, 0.0]], "homo_ha": -0.3244}

No. 2
{"formula": "C37H50As3BKN8O3Te", "method": "wB97M-V/def2-TZVPD", "symbols": ["K", "C", "C", "N", "N", "C", "B", "N", "C", "C", "C", "N", "N", "C", "C", "C", "N", "N", "C", "C", "C", "N", "H", "H", "H", "H", "H", "H", "H", "H", "H", "H", "H", "H", "C", "As", "C", "C", "C", "C", "C", "As", "C", "C", "C", "As", "C", "C", "H", "H", "H", "H", "H", "H", "H", "H", "H", "H", "H", "H", "H", "H", "H", "H", "H", "H", "H", "H", "H", "H", "H", "H", "H", "H", "H", "O", "C", "C", "O", "O", "C", "C", "C", "C", "C", "C", "C", "C", "C", "C", "C", "C", "H", "H", "H", "H", "H", "H", "H", "H", "H", "H", "H", "Te"], "positions_angstrom": [[-0.5216, -0.4387, 0.2026], [-2.9495, -1.1652, 3.1500], [-3.4999, 0.1079, 2.9006], [-3.7138, 0.3075, 1.6083], [-3.3022, -0.8342, 0.9960], [-2.8440, -1.7357, 1.9058], [-3.6093, -1.0441, -0.5141], [-2.7065, -2.1289, -1.1339], [-2.7236, -3.4734, -0.9620], [-1.7482, -4.0139, -1.7611], [-1.1681, -2.8942, -2.4014], [-1.7476, -1.7670, -2.0257], [-3.3840, 0.2862, -1.2456], [-4.0543, 0.7499, -2.3210], [-3.4151, 1.8893, -2.7563], [-2.3294, 2.0342, -1.8673], [-2.3169, 1.0681, -0.9636], [-5.1110, -1.4483, -0.6806], [-6.1479, -0.8718, -0.0316], [-7.3058, -1.4735, -0.4698], [-6.8592, -2.4247, -1.4093], [-5.5394, -2.4088, -1.5321], [-2.6507, -1.5954, 4.0913], [-3.7300, 0.8971, 3.6038], [-2.4380, -2.6962, 1.6186], [-3.4347, -3.9463, -0.3039], [-1.4769, -5.0538, -1.8526], [-0.3467, -2.8537, -3.1041], [-4.9263, 0.2360, -2.6967], [-3.6791, 2.5111, -3.5970], [-1.5500, 2.7812, -1.8591], [-5.9738, -0.0798, 0.6814], [-8.3160, -1.2592, -0.1595], [-7.4409, -3.1218, -1.9977], [2.7767, 0.4090, 3.5701], [1.1448, 1.0126, 2.6683], [-0.0224, 0.3697, 4.1137], [1.2569, 2.8968, 3.3111], [0.2550, 3.8623, 2.6443], [-1.1619, 3.2642, 2.6990], [0.5895, 4.1720, 1.1700], [1.1648, 2.7002, -0.1810], [1.3348, 4.1443, -1.5279], [3.0664, 2.7129, 0.3616], [0.1701, 5.1908, 3.4294], [1.6690, 6.3242, 4.0184], [2.5194, 5.1907, 5.3792], [3.0635, 6.1249, 2.6583], [2.8708, 0.9068, 4.5382], [3.6623, 0.5973, 2.9661], [2.6854, -0.6675, 3.7179], [0.3585, 0.7161, 5.0793], [-0.0129, -0.7197, 4.0760], [-1.0464, 0.7068, 3.9828], [2.2777, 3.2462, 3.1464], [1.0938, 2.8830, 4.3936], [-1.2568, 2.3969, 2.0393], [-1.8989, 4.0010, 2.3672], [-1.4202, 2.9527, 3.7155], [1.3827, 4.9176, 1.0994], [-0.2985, 4.6082, 0.7052], [2.0719, 4.8734, -1.1820], [0.3755, 4.6538, -1.6472], [1.6430, 3.7231, -2.4775], [3.2790, 3.5104, 1.0799], [3.6576, 2.8536, -0.5365], [3.3340, 1.7491, 0.7869], [-0.3465, 5.0147, 4.3805], [-0.4667, 5.8807, 2.8719], [1.7668, 4.8370, 6.0848], [3.2445, 5.7964, 5.9235], [3.0230, 4.3293, 4.9437], [2.7505, 6.5677, 1.7141], [3.3336, 5.0836, 2.4914], [3.9374, 6.6663, 3.0226], [3.1103, -1.7168, 1.0964], [2.4351, -2.9455, 1.3085], [0.8857, -2.7458, 1.5280], [0.1624, -3.7557, 1.4566], [0.5246, -1.5662, 1.7731], [3.0102, -3.5348, 2.5953], [2.4414, -4.6696, 3.1724], [2.9795, -5.2163, 4.3292], [4.0965, -4.6434, 4.9278], [4.6648, -3.5131, 4.3576], [4.1223, -2.9614, 3.1996], [2.7324, -3.8765, 0.1151], [1.8411, -4.0103, -0.9439], [2.1650, -4.7812, -2.0535], [3.3880, -5.4341, -2.1245], [4.2915, -5.2979, -1.0784], [3.9633, -4.5247, 0.0279], [2.6985, -1.2338, 0.3564], [1.5653, -5.1047, 2.7026], [2.5180, -6.0930, 4.7710], [4.5153, -5.0710, 5.8318], [5.5330, -3.0524, 4.8163], [4.5538, -2.0745, 2.7550], [0.8786, -3.5219, -0.9031], [1.4486, -4.8710, -2.8643], [3.6375, -6.0398, -2.9884], [5.2568, -5.7907, -1.1243], [4.6773, -4.4190, 0.8370], [1.7705, 0.6107, -2.0505]], "forces_ev_per_a": [[-0.7, 1.1, -1.6], [-0.1, 0.1, 0.0], [0.0, 0.0, -0.1], [0.1, -0.4, 0.1], [-0.1, -0.1, 0.0], [-0.1, 0.1, -0.2], [-0.2, 0.1, -0.2], [-0.1, 0.0, 0.1], [0.0, 0.2, -0.1], [0.1, 0.1, -0.1], [-0.1, -0.1, 0.1], [-0.1, -0.3, 0.1], [0.0, 0.1, 0.1], [0.1, 0.0, 0.1], [0.1, 0.0, 0.0], [-0.1, -0.1, 0.0], [-0.5, 0.3, -0.4], [0.1, -0.1, 0.1], [0.1, -0.1, -0.1], [0.0, -0.1, -0.1], [0.0, 0.0, 0.0], [-0.1, 0.3, 0.1], [0.0, 0.0, 0.0], [0.0, 0.0, 0.0], [0.0, 0.1, 0.0], [0.0, 0.1, 0.0], [0.0, 0.1, 0.0], [0.0, 0.0, 0.0], [0.1, 0.0, 0.0], [0.0, 0.0, 0.1], [0.0, 0.0, 0.0], [0.0, -0.1, 0.0], [0.0, 0.0, 0.0], [0.0, 0.0, 0.0], [0.0, -0.1, 0.0], [0.0, 0.2, 0.4], [0.1, -0.1, 0.1], [-0.2, 0.2, -0.1], [0.0, -0.1, -0.1], [0.1, -0.1, -0.1], [0.0, -0.3, 0.1], [0.1, 1.0, 0.3], [-0.1, 0.1, 0.1], [-0.1, 0.1, 0.2], [0.0, 0.0, 0.0], [0.0, 0.1, 0.0], [0.0, -0.1, 0.0], [0.1, 0.0, 0.0], [0.0, 0.0, 0.0], [0.0, 0.0, 0.0], [0.0, 0.1, 0.0], [0.0, 0.0, 0.0], [0.0, 0.0, 0.0], [0.0, 0.0, 0.0], [0.0, 0.0, -0.1], [0.0, 0.0, 0.0], [0.0, 0.0, 0.0], [0.0, 0.0, 0.0], [0.0, 0.0, 0.0], [0.0, 0.0, 0.0], [-0.1, 0.1, 0.0], [0.0, 0.0, 0.0], [0.0, 0.0, 0.0], [0.0, -0.1, -0.1], [0.0, 0.0, -0.1], [0.0, 0.0, -0.1], [0.0, -0.1, 0.0], [-0.1, 0.0, 0.0], [-0.1, 0.0, -0.1], [0.0, 0.0, 0.0], [0.0, 0.0, 0.0], [0.0, 0.0, 0.0], [0.0, 0.0, 0.0], [0.0, 0.0, 0.0], [0.0, 0.0, 0.0], [0.0, 0.0, -0.1], [0.0, -0.1, -0.2], [-0.1, -0.1, 0.2], [0.2, 0.2, 0.0], [1.1, -1.6, 1.4], [-0.1, 0.0, 0.0], [0.0, -0.1, 0.0], [0.0, 0.0, 0.0], [0.0, 0.1, -0.1], [-0.1, 0.0, 0.0], [0.1, 0.0, 0.1], [0.0, 0.0, 0.1], [0.0, 0.0, 0.0], [0.0, 0.0, 0.0], [0.0, 0.0, 0.0], [0.0, 0.0, 0.0], [0.0, 0.0, 0.0], [0.0, -0.1, 0.0], [0.1, 0.0, 0.0], [0.0, 0.0, 0.0], [0.0, 0.0, 0.0], [0.0, 0.0, 0.0], [0.0, 0.0, 0.0], [0.0, 0.0, 0.0], [0.1, 0.0, 0.0], [0.0, 0.0, 0.0], [0.0, 0.0, 0.0], [0.0, 0.0, 0.0], [0.3, -0.6, -0.4]], "charge": -2, "homo_ha": [-0.0452, -0.0483], "spin_multiplicity": 2}

No. 3
{"formula": "C24H30N2O4", "method": "wB97M-V/def2-TZVPD", "symbols": ["C", "C", "O", "C", "O", "C", "C", "C", "C", "C", "C", "O", "C", "C", "C", "C", "C", "N", "C", "O", "C", "C", "C", "C", "C", "C", "N", "C", "C", "C", "H", "H", "H", "H", "H", "H", "H", "H", "H", "H", "H", "H", "H", "H", "H", "H", "H", "H", "H", "H", "H", "H", "H", "H", "H", "H", "H", "H", "H", "H"], "positions_angstrom": [[-6.4278, -1.8866, 0.2177], [-5.1657, -2.3475, -0.4859], [-4.1029, -1.4579, -0.1358], [-2.9845, -1.5446, -0.8553], [-2.8390, -2.3243, -1.7625], [-1.9548, -0.5036, -0.4251], [-2.4952, 0.8457, -0.9738], [-1.5899, 2.0080, -0.6840], [-0.5843, 2.3732, -1.5751], [0.2703, 3.4167, -1.2937], [0.1414, 4.1369, -0.1049], [1.0386, 5.1431, 0.0810], [0.9606, 5.9046, 1.2614], [-0.8733, 3.7945, 0.7813], [-1.7234, 2.7422, 0.4853], [-1.8244, -0.4719, 1.1016], [-1.2196, -1.7769, 1.6159], [0.0758, -2.0010, 1.0074], [1.1858, -1.9286, 1.7786], [1.1143, -1.7329, 2.9787], [2.5362, -2.1005, 1.1028], [3.0192, -0.7626, 0.5173], [4.3677, -0.9349, -0.1144], [4.5109, -1.1606, -1.4781], [5.7769, -1.3541, -2.0054], [6.8603, -1.3186, -1.1414], [6.7404, -1.1048, 0.1578], [5.5307, -0.9196, 0.6514], [-0.0064, -2.1191, -0.4283], [-0.5940, -0.8436, -1.0409], [-6.6905, -0.8814, -0.1011], [-7.2454, -2.5597, -0.0225], [-6.2758, -1.8818, 1.2937], [-5.2857, -2.3428, -1.5748], [-4.8886, -3.3623, -0.1784], [-2.6250, 0.7444, -2.0541], [-3.4741, 1.0212, -0.5234], [-0.4757, 1.8373, -2.5070], [1.0509, 3.7002, -1.9818], [1.7688, 6.6313, 1.1969], [1.1040, 5.2832, 2.1513], [0.0048, 6.4334, 1.3365], [-1.0149, 4.3372, 1.7025], [-2.5121, 2.4981, 1.1821], [-2.8013, -0.3152, 1.5585], [-1.1680, 0.3533, 1.3834], [-1.0741, -1.7333, 2.6966], [-1.8749, -2.6216, 1.3735], [2.5114, -2.8723, 0.3330], [3.2369, -2.4159, 1.8778], [3.0744, -0.0315, 1.3263], [2.3075, -0.3989, -0.2263], [3.6405, -1.1787, -2.1207], [5.9186, -1.5280, -3.0611], [7.8705, -1.4652, -1.5001], [5.4833, -0.7450, 1.7190], [0.9721, -2.3138, -0.8615], [-0.6603, -2.9645, -0.6719], [-0.7059, -0.9908, -2.1159], [0.0850, -0.0079, -0.8644]], "forces_ev_per_a": [[0.5, 0.0, -0.1], [-0.4, -0.3, -0.3], [-0.2, 0.2, 0.3], [0.4, 0.0, -0.1], [0.0, -0.1, -0.1], [0.0, 0.1, 0.0], [0.1, 0.0, 0.1], [-0.2, 0.0, 0.0], [0.0, 0.1, 0.1], [0.1, 0.2, 0.1], [-0.1, -0.1, -0.1], [0.0, -0.2, -0.3], [0.0, 0.1, 0.2], [0.2, 0.3, 0.1], [0.0, -0.1, -0.2], [0.0, -0.3, 0.0], [-0.1, 0.3, 0.4], [-0.4, -0.1, 0.0], [0.4, -0.3, -0.1], [0.2, 0.2, 0.4], [-0.1, 0.2, 0.1], [0.1, -0.3, 0.1], [0.0, 0.1, -0.2], [0.1, 0.0, 0.1], [0.0, 0.0, 0.1], [0.0, -0.1, -0.3], [0.4, 0.0, 0.3], [-0.3, 0.0, 0.0], [0.1, 0.1, -0.4], [-0.2, -0.3, 0.0], [-0.1, 0.1, 0.0], [-0.1, -0.1, 0.0], [-0.1, 0.0, 0.1], [0.0, 0.0, 0.2], [0.0, 0.1, -0.1], [-0.1, 0.0, 0.0], [0.0, 0.0, -0.1], [0.0, -0.1, -0.1], [0.1, 0.0, -0.1], [-0.1, 0.0, 0.1], [0.0, 0.0, 0.0], [0.0, 0.0, 0.0], [0.0, 0.1, 0.1], [-0.1, 0.0, 0.1], [0.0, 0.1, 0.0], [0.0, 0.0, 0.0], [-0.1, -0.1, -0.2], [0.0, 0.0, 0.0], [0.0, 0.0, 0.0], [-0.1, 0.0, 0.0], [-0.1, 0.0, 0.0], [0.0, 0.1, 0.0], [-0.1, 0.0, 0.0], [0.0, 0.0, -0.1], [0.0, 0.0, -0.1], [-0.1, 0.0, 0.1], [0.0, 0.0, 0.0], [0.1, 0.0, 0.0], [0.0, 0.1, 0.0], [0.0, 0.0, 0.0]], "homo_ha": -0.3138, "smiles": "CCOC(=O)C1(Cc2ccc(OC)cc2)CCN(C(=O)CCc2cccnc2)CC1"}